DFT (wB97M-V/def2-TZVPD) results for a structure of composition C14H33N2O8Pb in a non-equilibrium geometry.

Each line ends with the natural charge from an NBO analysis.
Geometry (Å):
Pb 0.76263 -0.05095 0.44935  1.532
C 3.10155 1.40176 1.71859  0.904
O 2.46057 0.56142 2.32314  -0.963
O 3.75261 2.21690 2.27511  -0.805
O 3.01998 1.20213 0.51213  -0.911
C 0.52276 1.27592 -3.40342  -0.237
O 1.16082 0.95953 -2.16798  -0.989
H 1.03757 1.85851 -4.16739  0.111
H 0.31929 0.41371 -4.03846  0.105
H -0.32337 1.94911 -3.26559  0.112
C -3.47347 0.88660 -3.28013  -0.264
O -2.51021 -0.19312 -2.97963  -0.543
C -2.71422 -0.75613 -1.75936  -0.043
C -1.81978 -2.00071 -1.52901  -0.243
N -0.34694 -1.56546 -1.44379  -0.711
C 0.43432 -2.83918 -1.47816  -0.231
C 1.93223 -2.68578 -1.60650  -0.063
O 2.36375 -2.21295 -0.34003  -0.584
C 3.81519 -1.97410 -0.25302  -0.290
H -4.46395 0.64552 -3.66603  0.170
H -2.83653 1.39495 -4.00400  0.216
H -3.46576 1.33679 -2.28748  0.178
H -3.76550 -0.96159 -1.55760  0.147
H -2.49463 -0.03029 -0.97640  0.149
H -1.96789 -2.60935 -2.42104  0.188
H -2.05188 -2.34837 -0.52235  0.200
H -0.11036 -0.91299 -2.17757  0.433
H 0.25598 -3.40009 -2.39559  0.162
H 0.18365 -3.52243 -0.66672  0.196
H 2.16858 -2.14218 -2.52123  0.204
H 2.29254 -3.71155 -1.68426  0.157
H 4.43741 -2.86368 -0.35094  0.161
H 4.02835 -1.36984 0.62877  0.245
H 4.02259 -1.18411 -0.97483  0.218
C 0.76999 4.00147 -0.08177  -0.245
O 0.05514 2.83322 0.38288  -0.534
C -1.04970 3.24841 1.26715  -0.070
C -1.77655 1.92419 1.77482  -0.239
N -0.81392 0.95583 2.34668  -0.650
C -1.64905 -0.23403 2.80151  -0.238
C -0.66753 -1.15632 3.55044  -0.059
O 0.06274 -1.77827 2.58348  -0.563
C 1.30036 -2.32340 3.12290  -0.278
H 1.60054 3.70612 -0.72290  0.249
H 1.05315 4.68844 0.71572  0.168
H 0.14817 4.61851 -0.73039  0.141
H -1.68109 3.89215 0.65475  0.172
H -0.80954 3.91011 2.09936  0.170
H -2.23534 1.43581 0.91512  0.188
H -2.61005 2.19742 2.42191  0.170
H -0.49792 1.49145 3.14253  0.381
H -2.24618 -0.63673 1.98336  0.205
H -2.41121 0.05391 3.52559  0.171
H -1.14457 -1.86378 4.22870  0.159
H -0.06146 -0.46056 4.13070  0.188
H 1.92021 -1.49509 3.46609  0.240
H 1.88328 -2.88660 2.39413  0.207
H 1.13261 -2.89026 4.03867  0.155

The HOMO energy comes out at -2.44 eV. The multiplicity is 1. Its LUMO energy is 0.092 Ha. Its net charge is -1. The calculation puts the frontier orbital gap at 5.0 eV.

***

DFT (wB97M-V/def2-TZVPD) results for a cluster of 7 separate species, C18H43BNO20P2S in total in a non-equilibrium geometry.

Each line ends with the Löwdin charge.
Geometry (Å):
N -3.21572 -2.63731 -1.67567  -0.386
P -4.23550 -1.37874 -1.86531  0.644
B -5.99274 -1.92171 -1.30644  -0.773
P -7.43053 -1.02188 -2.18828  0.214
O -8.85277 -1.83584 -1.73814  -0.290
O -7.40434 -1.21414 -3.85333  -0.272
S -7.67776 0.86522 -1.73748  0.180
H -2.79146 -2.85770 -2.56438  -0.096
H -3.79010 -0.31520 -1.01481  -0.030
H -4.18888 -0.97505 -3.23780  -0.018
H -6.11650 -3.09961 -1.49676  0.004
H -6.11773 -1.67974 -0.13574  0.009
H -8.62168 -2.24040 -0.91103  0.020
H -8.30933 -1.32347 -4.12498  0.031
C -1.63372 -2.14414 1.20571  -0.043
O -2.59924 -1.51722 2.06250  0.002
C -2.15245 -0.45403 2.71011  -0.658
O -1.04396 0.00612 2.64471  0.107
O -3.15191 0.03033 3.44930  -0.003
C -2.81139 1.20059 4.18897  -0.045
H -2.11988 -2.99044 0.73096  0.071
H -1.30776 -1.45925 0.42623  0.089
H -0.78081 -2.50276 1.78660  0.090
H -2.53124 2.01139 3.51801  0.099
H -2.00404 0.99673 4.89284  0.089
H -3.69866 1.49382 4.74421  0.095
C 3.89829 1.11652 -2.46753  -0.028
O 3.59482 1.58050 -1.15179  -0.042
C 2.33462 1.34414 -0.77233  -0.626
O 1.49674 0.80088 -1.42915  0.146
O 2.18349 1.81817 0.45990  0.000
C 0.86900 1.62574 1.00238  -0.032
H 4.93999 1.35982 -2.66225  0.093
H 3.77249 0.03755 -2.53421  0.098
H 3.27492 1.61827 -3.20588  0.100
H 0.62999 0.56999 1.07056  0.078
H 0.12596 2.14569 0.39875  0.103
H 0.86814 2.04725 2.00329  0.094
C 8.28244 0.75750 3.43636  -0.050
O 7.41460 1.86445 3.21173  0.003
C 6.85904 1.87450 1.99897  -0.633
O 7.03968 1.05879 1.13928  0.128
O 6.07868 2.94341 1.91536  0.013
C 5.40777 3.07663 0.65566  -0.029
H 8.66990 0.85783 4.44706  0.090
H 7.73720 -0.18195 3.35803  0.097
H 9.11544 0.77183 2.73462  0.095
H 4.75118 2.23275 0.47306  0.069
H 6.13095 3.18142 -0.15375  0.100
H 4.80654 3.98102 0.70541  0.100
C -6.13450 3.05961 -4.02612  -0.059
O -4.91874 3.63659 -4.53207  0.004
C -4.38220 4.55958 -3.74740  -0.636
O -4.81501 4.94294 -2.69800  0.128
O -3.26414 4.99862 -4.33417  -0.002
C -2.58259 5.99979 -3.58756  -0.057
H -6.47023 2.32521 -4.75268  0.090
H -5.96390 2.55430 -3.07902  0.026
H -6.90425 3.82298 -3.91644  0.095
H -2.27130 5.61297 -2.61813  0.096
H -3.21086 6.88066 -3.45960  0.094
H -1.69894 6.27548 -4.15820  0.088
C -1.51571 -2.18286 5.12980  -0.019
O -1.59008 -2.94410 6.33942  0.023
C -0.87600 -2.44166 7.33857  -0.632
O -0.21070 -1.44533 7.30376  0.130
O -1.02928 -3.23999 8.39593  0.004
C -0.31026 -2.81067 9.54806  -0.050
H -2.13740 -2.68409 4.39335  0.104
H -1.89888 -1.18186 5.28970  0.082
H -0.49156 -2.14540 4.76091  0.111
H -0.65231 -1.82886 9.87254  0.096
H 0.76052 -2.79218 9.34973  0.096
H -0.51151 -3.53290 10.33521  0.090
C 7.47012 -2.56618 -4.65526  -0.045
O 6.51326 -3.56517 -5.00105  0.005
C 5.28515 -3.08780 -5.19581  -0.636
O 4.95470 -1.94031 -5.10605  0.127
O 4.49161 -4.10792 -5.50512  0.007
C 3.13183 -3.73321 -5.73546  -0.036
H 8.42308 -3.07184 -4.52322  0.091
H 7.56643 -1.83190 -5.45386  0.096
H 7.19672 -2.07717 -3.72141  0.098
H 3.05926 -3.04413 -6.57543  0.097
H 2.69729 -3.28872 -4.84180  0.101
H 2.58858 -4.64272 -5.97662  0.093

The HOMO energy comes out at -4.35 eV. The multiplicity is 1. Its LUMO energy is 0.071 Ha. Its net charge is -1. The calculation puts the frontier orbital gap at 6.3 eV.

***

DFT (wB97M-V/def2-TZVPD) results for a cluster of 2 separate species, C3H11N2O in total in a non-equilibrium geometry.

Each line ends with the natural charge from an NBO analysis.
Geometry (Å):
C 0.52393 0.15203 -1.42169  -0.438
C 1.20020 -0.71117 0.76352  -0.429
C -0.65347 0.70613 0.70399  0.297
N -0.74669 -1.41886 -0.27382  -0.634
N 0.11549 -0.28206 -0.08544  -0.144
O -1.88800 1.00162 0.23135  -0.681
H 1.16136 1.08565 -1.39303  0.256
H 1.24417 -0.61053 -1.88114  0.254
H -0.32703 0.20935 -2.12452  0.262
H 1.67433 0.31151 1.16178  0.265
H 0.78193 -1.28661 1.67509  0.243
H 1.74588 -1.40263 0.12044  0.255
H -0.56048 0.53923 1.73780  0.176
H 0.43249 3.02112 0.11189  0.003
H -1.65754 -1.08174 -0.51093  0.390
H -0.83961 -2.04571 0.46742  0.389
H -2.20695 1.81267 0.71727  0.535

The HOMO energy (alpha / beta) comes out at -13.43 / -14.72 eV. The multiplicity is 1. Its LUMO energy (alpha / beta) is -0.160 / -0.169 Ha. Its net charge is +1. The calculation puts the frontier orbital gap (alpha / beta) at 9.1 / 10.1 eV. For the energy above the lowest of the compared OMol25 structures with the same formula, charge and spin, the calculation gives 7.766 eV.

***

What E_tot values result from the calculations? In sequence: -39655.841, -91896.068, -8304.026 eV.